# C29H34ClN7S

A cluster of 6 separate species, C29H34ClN7S in total (the ωB97M-V functional and the def2-TZVPD basis, OMol25).

Geometry (Å):
C 1.875230 5.118578 2.518303
C 2.484447 3.953730 1.502691
Cl 1.688953 2.338893 2.069431
C 4.122124 3.895337 1.466749
C 4.525695 2.281865 1.345863
C 5.188845 1.571807 2.666885
C 5.577865 -0.031754 2.531945
C 5.241581 -0.784384 1.076822
N 5.462294 -2.238057 0.713558
S 4.925887 -2.507515 -0.935326
N 4.351984 -0.929567 -1.523354
C 4.580199 -0.079273 -0.286552
C 4.242092 1.515163 -0.100028
H 2.757447 5.802199 2.880307
H 1.015162 5.711084 1.960673
H 1.332086 4.570203 3.428728
H 2.097895 4.114511 0.396820
H 4.655507 4.363023 2.398024
H 4.604156 4.397118 0.499328
H 5.356541 2.218643 3.644116
H 6.067491 -0.567859 3.449835
H 3.768632 2.190442 -0.947895
N -2.490524 0.490512 -1.097987
C -1.380503 0.183381 -1.840996
C -0.284097 0.733986 -1.215756
C -0.748544 1.391314 -0.051518
C -2.114192 1.222531 -0.001982
H -3.438826 0.218745 -1.322706
H -1.465785 -0.397757 -2.749411
H 0.739778 0.668200 -1.560258
H -0.151055 1.929277 0.673109
H -2.848574 1.560886 0.716742
N -0.135203 -2.338165 -4.886176
C -1.134956 -2.846166 -5.674191
C -1.465031 -4.093030 -5.191924
C -0.639328 -4.343329 -4.069959
C 0.169965 -3.242065 -3.902031
H 0.307458 -1.436963 -5.010747
H -1.523767 -2.279126 -6.509358
H -2.219879 -4.750722 -5.602990
H -0.635923 -5.231041 -3.450734
H 0.935740 -3.025400 -3.169221
N -5.553139 2.721355 -4.220588
C -6.552894 2.213355 -5.008603
C -6.882968 0.966491 -4.526337
C -6.057265 0.716192 -3.404371
C -5.247973 1.817455 -3.236444
H -5.110480 3.622558 -4.345159
H -6.941705 2.780394 -5.843770
H -7.637817 0.308799 -4.937402
H -6.053860 -0.171520 -2.785147
H -4.482198 2.034120 -2.503633
N -2.030836 -2.458591 0.342932
C -2.025657 -3.804021 0.081534
C -1.510376 -4.449680 1.183265
C -1.199333 -3.459202 2.145267
C -1.533530 -2.239260 1.601218
H -2.352203 -1.740084 -0.292759
H -2.386623 -4.185654 -0.864125
H -1.374421 -5.518674 1.283748
H -0.777618 -3.618718 3.129235
H -1.459000 -1.236449 2.000193
N 1.216782 -0.886399 6.632885
C 0.512244 -1.521050 5.643248
C 0.711762 -0.830359 4.468795
C 1.571664 0.255681 4.759187
C 1.870207 0.195221 6.102001
H 1.250114 -1.172005 7.602911
H -0.070466 -2.406504 5.859196
H 0.285124 -1.082262 3.506581
H 1.934620 1.001199 4.063522
H 2.488977 0.828360 6.723792

Atoms 1-6, force components in eV/Å:
-0.476 -0.734 -0.231
-0.327 1.423 -0.309
1.005 1.579 -0.501
0.600 -2.067 -0.680
0.763 -2.538 -1.580
-0.288 -3.821 -3.736

Computed properties:
total energy: -2366.68284 hartree
SMILES: C[C@H](Cl)Cc1ccc2nsnc2c1.c1cc[nH]c1.c1cc[nH]c1.c1cc[nH]c1.c1cc[nH]c1.c1cc[nH]c1

These are the Mulliken partial charges, in e, on atoms 1 to 8: -0.955 0.190 -0.329 -0.870 0.256 -0.379 -0.529 0.425

***

# C20H54ClO23S7

A cluster of 8 separate species, C20H54ClO23S7 in total (the ωB97M-V functional and the def2-TZVPD basis, OMol25).

Geometry (Å):
Cl -14.160412 -12.596177 -15.569767
O -15.521074 -12.944475 -15.334964
O -13.703357 -11.570531 -14.657003
O -13.324585 -13.756906 -15.387109
O -14.038739 -12.081676 -16.915181
O -18.906088 -9.573860 -18.611042
S -17.860950 -8.608595 -18.471919
O -18.101366 -7.220069 -18.738847
O -17.349905 -8.821993 -16.977394
C -16.345744 -7.915437 -16.484601
C -15.145876 -8.704913 -16.028438
C -16.453578 -9.068142 -19.460434
H -16.739323 -7.242799 -15.721051
H -16.045078 -7.210543 -17.266417
H -15.344445 -9.268236 -15.129517
H -14.290639 -8.035907 -15.896198
H -14.768172 -9.406621 -16.776240
H -15.712384 -8.274636 -19.481368
H -16.875956 -9.210837 -20.456011
H -15.997235 -10.010765 -19.161891
O -11.131856 -15.920181 -20.309006
S -10.366218 -15.826585 -19.111199
O -9.018474 -16.321679 -19.045993
O -10.310122 -14.255084 -18.732621
C -9.447875 -13.843429 -17.669018
C -10.259598 -13.067577 -16.643529
C -11.282673 -16.509323 -17.706983
H -8.688648 -13.182703 -18.095672
H -8.884182 -14.666627 -17.227641
H -10.700404 -12.221629 -17.176085
H -9.682532 -12.737206 -15.784139
H -11.120161 -13.652184 -16.309443
H -11.763926 -17.401146 -18.100611
H -12.021342 -15.792838 -17.358776
H -10.531636 -16.743912 -16.958617
O -15.752037 -13.701254 -18.973164
S -14.613657 -14.376597 -19.515713
O -13.934953 -15.365240 -18.731566
O -15.174784 -15.037680 -20.882485
C -14.396291 -16.042910 -21.510261
C -14.376752 -15.840358 -23.017185
C -13.388637 -13.221929 -20.155652
H -14.720432 -17.068198 -21.303850
H -13.369779 -16.037710 -21.129504
H -13.872488 -16.688362 -23.474786
H -13.879697 -14.901728 -23.270450
H -15.395576 -15.735348 -23.395084
H -12.437545 -13.743859 -20.126962
H -13.408016 -12.403477 -19.437481
H -13.725245 -12.943546 -21.148512
O -20.483083 -11.317802 -15.418599
S -19.974355 -12.581292 -15.887515
O -19.911899 -13.724986 -15.025421
O -20.911781 -13.085997 -17.105737
C -21.378221 -12.097718 -18.050955
C -22.633682 -12.667467 -18.679080
C -18.422691 -12.391857 -16.722364
H -20.628820 -12.022076 -18.848188
H -21.425260 -11.130057 -17.555256
H -23.422392 -12.797804 -17.938947
H -22.371914 -13.636253 -19.101921
H -22.987104 -12.014569 -19.477393
H -17.978479 -11.522218 -16.237614
H -18.514395 -12.275903 -17.795274
H -17.826545 -13.260630 -16.455542
O -15.126781 -10.420809 -9.398836
S -15.582202 -10.791639 -10.706877
O -16.542549 -11.849989 -10.841103
O -16.155873 -9.431150 -11.352774
C -16.543475 -9.340471 -12.732701
C -17.554980 -10.375793 -13.194168
C -14.225913 -11.147022 -11.804748
H -15.654818 -9.311729 -13.356857
H -16.996529 -8.352270 -12.840787
H -18.285038 -10.690043 -12.450149
H -17.044480 -11.311154 -13.442053
H -18.111345 -10.044305 -14.072183
H -14.624271 -11.539843 -12.732537
H -13.543519 -11.848778 -11.331216
H -13.662146 -10.245303 -12.041099
O -11.845450 -6.350741 -15.757719
S -10.896543 -7.374159 -15.435280
O -10.039141 -7.889199 -16.458258
O -9.924586 -6.836704 -14.256962
C -10.538019 -6.168911 -13.155119
C -9.943109 -4.777204 -13.023375
C -11.767868 -8.712686 -14.637004
H -10.379645 -6.715517 -12.221156
H -11.623619 -6.110450 -13.262860
H -10.367001 -4.281442 -12.147610
H -10.197029 -4.191173 -13.905402
H -8.865159 -4.832315 -12.883950
H -12.248918 -9.187680 -15.490065
H -12.441702 -8.310023 -13.885782
H -11.088893 -9.398667 -14.137055
C -11.249753 -15.074548 -13.021815
S -12.238178 -15.348445 -11.522296
O -12.220898 -16.846442 -11.343991
C -13.795414 -14.917821 -12.316738
H -11.123923 -14.019080 -13.274254
H -11.806880 -15.480254 -13.868265
H -10.286550 -15.574543 -12.960857
H -13.952032 -15.482122 -13.231779
H -13.816921 -13.858721 -12.582489
H -14.614080 -15.012523 -11.603298

Atoms 1-6, force components in eV/Å:
0.575 -0.073 -0.969
-0.649 0.061 0.591
-0.103 0.381 0.372
0.143 -0.181 -0.107
0.293 -0.026 -0.114
0.203 0.139 -0.186

Computed properties:
total energy: -5772.20618 hartree
ΔE to the lowest compared entry with this formula, charge and spin: 0.0 kcal/mol
charge: -1

These are the Mulliken partial charges, in e, on atoms 1 to 8: 1.317 -0.650 -0.532 -0.495 -0.515 -0.513 1.061 -0.643

***

In eV, the highest occupied orbital energy values for the records above are, in order, -7.783, -6.948.